{
  "formula": "C3H11NOS2",
  "method": "wB97M-V/def2-TZVPD",
  "symbols": ["N", "C", "C", "C", "S", "S", "H", "H", "H", "H", "H", "H", "H", "H", "H", "O", "H", "H"],
  "xyz": [[-1.348, 1.549, -3.090], [-1.360, 0.931, -1.655], [-0.778, 1.914, -0.650], [-1.136, 1.292, 0.708], [-0.681, -0.499, 0.888], [1.308, -0.099, 1.007], [-1.290, 0.851, -3.751], [-0.598, 2.173, -3.352], [-0.874, -0.090, -1.663], [-2.410, 0.873, -1.534], [-1.059, 2.925, -0.748], [0.380, 1.938, -0.703], [-2.261, 1.054, 0.720], [-0.955, 1.644, 1.620], [1.470, -0.541, 2.294], [3.961, -5.275, 3.613], [3.037, -5.500, 3.385], [4.594, -5.140, 2.908]],
  "nbo_charge": [-0.86, -0.23, -0.44, -0.47, 0.07, -0.17, 0.35, 0.35, 0.21, 0.19, 0.23, 0.21, 0.20, 0.22, 0.14, -0.97, 0.49, 0.48],
  "orbital_gap_ev": 9.15,
  "smiles": "NCCCSS.O",
  "de_lowest_kcal_mol": 35.8,
  "homo_ha": -0.319
}